ORCA calculation (wB97M-V/def2-TZVPD) on a molecular structure, C38H27BaF2N5O2Se2 in a non-equilibrium geometry.

Structure (ORCA input):
```
! RIJCOSX wB97M-V def2-TZVPD def2/J DEFGRID3
* xyz 0 1
H -1.3502 -3.6330 0.9625
N -3.0714 -0.4676 0.1999
H -2.7862 2.6142 5.4535
H -2.3116 5.0631 2.1622
H -4.0705 -1.7144 -4.0207
H -7.2412 2.1093 4.0849
H -4.3858 -0.4366 -1.9095
C -6.2167 1.0412 2.5065
H -5.1332 2.6665 5.2581
C 4.2392 2.4088 2.6489
C -3.7904 0.9306 2.6318
C -0.2051 3.9268 -0.7735
C 3.8142 -1.0462 -0.7454
H 0.4382 -1.3810 -6.3983
C 2.3802 3.7596 3.2984
H 0.7379 5.8605 -0.7583
H -5.0029 0.0457 1.0809
H 3.2713 -1.8812 -1.1818
C -2.6816 2.0348 4.5420
H -0.0316 -4.1061 -0.1563
C -5.0135 0.6213 1.9883
C -2.6309 -1.1780 -0.9870
C -3.3586 -1.8130 -3.2122
H -0.5206 -3.4537 -2.3549
H 1.5942 -1.4952 -2.2821
C 1.1210 -1.6014 -4.3706
H -0.5879 6.6254 1.2029
C 0.4443 -0.9667 -5.3981
C 4.0428 0.9122 0.6130
C -1.6807 4.7743 1.3333
H 1.6674 -2.5213 -4.5247
C 3.1996 -0.1004 0.0893
Se 0.7943 3.4024 -2.3487
N -1.0728 3.0728 -0.2485
C -1.3140 0.8945 2.9030
C 5.1613 -0.9854 -1.0401
C 5.9855 0.0096 -0.5615
N 2.2268 2.3397 1.3802
H -0.6860 0.7890 -5.9205
F 5.7151 -1.9291 -1.8452
C -0.7308 5.6308 0.7998
C -1.4597 1.6605 4.1160
C -0.1951 0.2324 -5.1343
H 5.2427 2.0423 2.7989
O -0.5459 -2.0877 -0.1612
H 4.2526 3.7016 4.3524
N -2.1553 -0.0987 0.9657
C 1.6903 3.2187 2.2330
C -6.2880 1.7876 3.6872
H 1.8982 4.4768 3.9487
C -1.3789 -2.7995 -2.2772
C -1.8094 3.5108 0.7810
C 5.3885 0.9389 0.2655
C -2.4719 0.5585 2.1679
Ba 0.5186 0.3860 0.3331
H -2.5315 2.8094 1.1782
C -0.3972 -3.3360 0.5238
C -3.8758 1.6856 3.8286
H -7.1267 0.7795 1.9803
C 1.0837 -1.0234 -3.1127
C -2.2844 -2.6877 -3.3181
C -3.5325 -1.0882 -2.0472
H 0.6582 3.4988 2.0514
N 0.4484 0.1143 -2.8332
O -0.1196 0.5846 2.5351
C 0.0184 5.2081 -0.2837
C -5.1195 2.0972 4.3357
Se -0.9721 2.4531 -3.5546
C -0.1486 0.7356 -3.8390
C 3.4929 1.9322 1.5656
H 0.3351 -3.1669 1.3095
H 7.0330 0.0679 -0.8161
C -1.5280 -2.0251 -1.1346
H -0.5532 1.9150 4.6487
F 6.2039 1.9328 0.7195
H -2.1429 -3.2776 -4.2147
C 3.6823 3.3282 3.5107
*
```

The value obtained for the lowest unoccupied orbital energy is -0.0155 Eh. Its orbital gap is 6.8 eV. For the relative energy (zero: lowest compared OMol25 entry of this formula, charge and spin), the calculation gives 124.0 kJ/mol.



ORCA calculation (wB97M-V/def2-TZVPD) on a molecular structure, C25H27IN6O3STi in a non-equilibrium geometry.

Structure (ORCA input):
```
! RIJCOSX wB97M-V def2-TZVPD def2/J DEFGRID3
* xyz 0 1
C -1.7492 2.3451 3.7061
C 0.4294 -1.1158 -4.5960
H -4.7464 0.9035 2.0360
H -2.1473 2.1867 4.7008
N 1.8757 -0.4111 -0.0375
C -0.5955 3.6962 2.1210
C -5.8035 -1.9079 1.5478
Ti 1.9739 1.2646 -1.2915
H 6.4922 2.0522 -1.9251
N -1.5954 0.5163 0.5145
H 2.5783 -0.0355 3.6338
H 3.0176 1.6416 3.5333
H 1.3914 -3.5783 -2.4939
C -1.3860 1.5023 1.4631
N 2.6309 0.8199 3.1079
C 1.8000 -1.5508 -0.6422
H -0.9956 4.3183 4.1322
H 1.7238 -3.6984 -0.4914
O 0.1494 4.1369 -0.5350
H -6.0600 -1.2273 2.3613
H -2.3914 0.4254 3.0228
C 2.4833 0.7627 1.7704
C 5.1626 0.3313 -3.4110
H -6.1293 -2.9092 1.8254
C -1.8900 1.3478 2.7616
S 2.7789 2.2173 0.8810
C -1.1029 3.5351 3.3946
H -1.7133 -4.0204 0.8884
H 4.4259 -0.2614 -3.9301
I 2.4044 3.2207 -3.1607
N 2.1456 -0.4172 1.2882
H 3.1860 -2.9345 0.1578
C 2.1031 -2.8357 0.0476
H 5.2529 2.2343 -0.7909
C 0.6994 -2.3954 -4.1457
H -0.0794 4.6040 1.8383
C -2.2603 -3.0864 0.9222
H 0.5348 0.9785 -4.0532
C 4.8727 0.8670 -2.2189
H -4.1372 -4.0154 1.3809
N 1.1584 -0.2308 -2.5195
H 0.0400 -0.9317 -5.5862
C -0.0700 3.0208 -0.1582
O 0.3018 1.9373 -0.8930
C 1.3870 -1.4783 -2.0526
H -5.3682 0.5062 0.4399
H -6.3845 -1.5957 0.6768
H -0.5321 -1.8602 0.5611
C -3.6183 -3.0820 1.1994
C -2.2988 -0.6831 0.7634
C 0.6862 -0.0494 -3.7521
C -4.4527 0.6133 1.0239
H 0.5305 -3.2492 -4.7882
H -0.9294 0.5094 -0.2401
C -0.7130 2.7022 1.1502
C 1.1823 -2.5857 -2.8594
C -1.6018 -1.8875 0.7217
H 6.1203 0.5069 -3.8776
C -3.6744 -0.6716 1.0174
H -3.8718 1.4299 0.6021
N 5.7298 1.6188 -1.4317
H 1.6836 -2.8179 1.0526
O 3.6935 0.6595 -1.6193
C -4.3281 -1.8882 1.2555
*
```

The value obtained for the lowest unoccupied orbital energy is -0.0516 Eh. Its orbital gap is 6.1 eV. For the relative energy (zero: lowest compared OMol25 entry of this formula, charge and spin), the calculation gives 48.1 kJ/mol.



ORCA calculation (wB97M-V/def2-TZVPD) on 2 unconnected molecules or ions with the total composition C4H12NO in a non-equilibrium geometry.

Structure (ORCA input):
```
! RIJCOSX wB97M-V def2-TZVPD def2/J DEFGRID3
* xyz 1 1
H 0.8815 2.8668 -0.2960
H 1.7643 0.3180 -1.4252
C -0.0567 1.6349 1.2741
H 0.7916 -1.1116 0.5310
H -0.8784 -0.4003 1.8163
H -1.7114 0.2479 0.4593
H 1.9677 1.8467 0.6559
N 0.1430 -0.4663 0.0439
C 1.0503 1.8365 0.1010
C 0.9166 0.5460 -0.7768
H -0.4905 -3.6247 -1.7468
H 0.1895 0.8890 -1.5179
H 0.4032 1.8156 2.2834
H -0.8421 2.3940 1.2564
H -1.7536 -3.0140 -1.6280
H -0.5984 -1.0511 -0.6309
O -0.9474 -2.9653 -1.1445
C -0.7677 0.2842 0.9170
*
```

The value obtained for the lowest unoccupied orbital energy is -0.1208 Eh. Its orbital gap is 12.3 eV. For the relative energy (zero: lowest compared OMol25 entry of this formula, charge and spin), the calculation gives 152.3 kJ/mol.



ORCA calculation (wB97M-V/def2-TZVPD) on a single C4H6N2 molecule in a non-equilibrium geometry.

Structure (ORCA input):
```
! RIJCOSX wB97M-V def2-TZVPD def2/J DEFGRID3
* xyz 0 1
C 0.4444 -0.5628 -0.8012
C 0.7138 -0.0612 0.6234
N 0.5572 1.3231 0.7785
H -0.3369 1.6222 0.3876
H 1.2794 1.9298 1.0894
H -0.8908 -1.7152 0.9965
N -1.5880 0.0615 -0.0418
H 1.5285 -0.6060 1.1253
C -0.5544 -0.7735 0.5693
H 1.2149 -0.9571 -1.4674
H -1.3392 -0.1082 -2.1208
C -0.8992 -0.1424 -1.1347
*
```

The value obtained for the lowest unoccupied orbital energy is 0.0402 Eh. Its orbital gap is 9.3 eV. For the relative energy (zero: lowest compared OMol25 entry of this formula, charge and spin), the calculation gives 423.3 kJ/mol.



ORCA calculation (wB97M-V/def2-TZVPD) on 13 unconnected molecules or ions with the total composition C22H72N18O13 in a non-equilibrium geometry.

Structure (ORCA input):
```
! RIJCOSX wB97M-V def2-TZVPD def2/J DEFGRID3
* xyz 0 1
C -20.0474 -23.9444 13.0836
C -22.6004 -15.7480 15.4805
H -18.4703 -22.1016 10.5414
H -17.6298 -16.3239 11.7344
H -16.4577 -15.6737 17.2130
C -18.1929 -25.1498 13.9749
C -15.6890 -16.9634 11.6247
H -23.2035 -22.3706 14.9135
H -14.1766 -18.7308 14.3446
O -18.3136 -18.0789 8.8038
H -15.6653 -25.8138 13.7751
N -20.2627 -21.5374 16.6968
H -20.9697 -17.8197 13.5376
N -21.1764 -14.8602 12.3831
O -19.4412 -15.9637 13.4998
N -23.7154 -18.9428 11.5900
C -24.2598 -22.1354 15.0561
H -21.4600 -14.2700 11.6256
H -22.0350 -21.6414 10.6682
H -20.5656 -23.9293 14.0438
H -19.5445 -16.7884 7.9043
H -17.2372 -24.3222 11.1610
H -25.8405 -20.8154 14.3784
N -21.1438 -18.8081 13.6464
H -24.3868 -22.0530 16.1384
H -14.2240 -24.9098 9.5644
N -14.4778 -19.6041 14.7441
H -17.0929 -17.1712 18.1485
H -18.9497 -17.8379 13.3633
H -16.3150 -23.5788 9.8556
H -18.1061 -14.4314 11.8850
O -20.0709 -20.8009 13.5609
H -24.4277 -20.9601 13.2946
N -21.8737 -21.4813 8.3613
C -16.6816 -16.7396 17.2395
N -23.4857 -16.5943 14.9196
H -20.8637 -18.1782 9.6132
H -21.8814 -15.1182 13.0620
H -22.0105 -19.1773 13.9941
H -17.1755 -26.5416 12.7031
O -16.7140 -22.3655 11.6039
C -20.0220 -19.5626 13.4821
C -19.8800 -15.0726 12.7454
H -16.9069 -17.6684 10.0858
N -18.3823 -21.8532 15.5851
H -20.7909 -21.4589 17.5480
H -15.3394 -18.3542 10.1911
H -15.9119 -20.7204 12.1438
H -16.2026 -25.6823 15.1889
C -17.4496 -26.4803 13.7611
H -17.1776 -20.9118 10.1127
H -21.8621 -17.3110 16.4923
N -19.1133 -14.4078 11.8873
H -19.5030 -13.5380 11.5670
H -19.3560 -23.1174 12.8890
H -24.1542 -16.1341 14.3244
N -15.4120 -20.1062 12.7796
H -23.4832 -19.5402 12.3583
H -21.7864 -21.6079 7.3689
H -18.0845 -20.9286 11.6652
C -19.1981 -16.9407 8.9285
O -19.2491 -25.1096 12.9763
N -16.6824 -16.1624 12.0270
H -15.3934 -19.1106 12.6415
H -22.7152 -21.7525 8.8344
H -14.3526 -23.1328 11.1900
H -18.8387 -16.1275 15.0150
H -20.2928 -17.1011 10.8209
H -20.8275 -15.8936 16.5000
H -20.6700 -21.7432 15.8022
O -24.9359 -17.2287 10.8155
C -18.1557 -27.7581 14.1273
H -18.1481 -27.9742 15.1967
H -18.7027 -25.2604 14.9367
N -21.1237 -21.2794 10.4540
N -19.0004 -18.8048 13.0824
H -20.5217 -20.9535 11.1941
N -25.2476 -18.0329 12.9718
H -21.2376 -16.4920 9.4247
C -24.7501 -20.8696 14.3306
H -18.5925 -16.1389 9.3501
C -17.4394 -17.2452 16.0231
H -23.3147 -19.0119 10.6708
N -16.1792 -26.3817 14.4494
H -16.6459 -17.2021 15.2703
H -17.5654 -24.2722 13.8202
N -14.8163 -24.2884 12.7785
H -18.9082 -18.8402 8.9007
C -17.6059 -21.5367 10.8980
H -24.2785 -19.8085 15.8461
H -16.5037 -15.5509 12.8072
H -19.2126 -27.7945 13.8443
C -18.9138 -21.7609 16.7966
H -25.9472 -17.3167 13.0832
O -18.5296 -16.3115 15.9251
O -22.4326 -14.5526 15.2188
N -16.0244 -17.7282 10.5800
H -13.8404 -24.1868 13.0411
H -23.2186 -17.5562 14.8327
H -15.6441 -17.0532 17.0690
C -20.4504 -17.1751 9.7440
H -14.0322 -19.9354 15.5842
H -17.4211 -22.1659 15.5958
H -24.7943 -23.0260 14.7256
O -15.2042 -21.7442 14.3409
H -15.3080 -25.9882 10.4983
H -15.1525 -23.4610 13.2759
C -20.8925 -20.9743 9.1332
H -18.9191 -21.7560 14.7355
H -17.6939 -18.2968 16.1659
C -24.6861 -17.9998 11.7281
O -24.2332 -19.6902 14.8902
O -19.7866 -20.6179 8.7343
H -18.1721 -19.3754 12.9770
H -20.6708 -23.8722 12.1902
C -15.0019 -23.9968 11.3642
C -16.4303 -23.6201 10.9423
C -15.0564 -20.5812 13.9881
O -18.2935 -21.8488 17.8550
H -24.8602 -18.5477 13.7610
O -14.5477 -16.9243 12.1051
H -17.7623 -28.6195 13.5865
N -21.6898 -16.3498 16.2503
H -13.6360 -25.6754 10.9751
C -14.5374 -25.2200 10.5643
*
```

The value obtained for the lowest unoccupied orbital energy is -0.0092 Eh. Its orbital gap is 8.2 eV. For the relative energy (zero: lowest compared OMol25 entry of this formula, charge and spin), the calculation gives 200.4 kJ/mol.



ORCA calculation (wB97M-V/def2-TZVPD) on a molecular structure, C10H8As2BrCuF28O2 in a non-equilibrium geometry.

Structure (ORCA input):
```
! RIJCOSX wB97M-V def2-TZVPD def2/J DEFGRID3
* xyz -2 1
H 2.6050 4.0747 -5.2175
C 2.6906 2.9902 -5.2856
F -5.5019 2.9023 -1.1244
F -3.5819 2.4171 3.6290
F 0.5473 -5.7878 0.5179
C 1.3000 -0.8793 2.8373
F 2.4358 -1.1990 2.2548
H -0.6076 -1.8266 3.1629
H -1.1015 -4.8552 0.4699
F -2.3056 0.6547 2.3698
C 1.7085 -0.6125 4.3975
F 2.2392 -0.2141 -1.4195
F -1.5608 1.2983 4.7805
F 3.1716 2.6880 -6.4949
H 2.2363 -1.4611 4.8326
C 3.5299 2.6711 -4.0011
F 1.4722 1.7034 -2.0813
H 0.6139 -2.9638 3.1750
F -2.6551 -0.9552 4.2480
F 1.9038 -3.3674 0.7042
H 4.0368 1.1575 -2.5676
F -4.2133 1.0936 -2.2993
As -3.9802 2.0917 -0.7952
C 3.7007 1.2153 -3.6028
H 4.3747 0.7239 -4.3045
F 0.3552 -3.0228 -0.7603
F -0.3326 -4.8820 2.2021
C 0.5714 -3.3836 0.6025
C 0.3145 -2.0664 2.6334
F 0.8521 0.2912 2.1882
Cu -1.4663 -0.5275 0.4032
F -0.4006 -0.2288 -1.4946
F -3.7810 3.1103 0.6637
F 0.6907 -0.2998 5.0946
H -0.2039 0.5467 -3.3215
F 0.2719 -1.2892 -3.2758
Br -3.8270 -2.1692 0.7815
F 2.5569 0.3821 4.5641
F -2.4188 1.3105 -0.6246
As -3.0881 0.7629 3.9744
O 2.4536 0.4352 -3.5913
F -4.0405 0.6778 5.4852
F 4.7362 3.2234 -4.1700
F 1.4647 2.4292 -5.2779
F -3.2138 3.4354 -1.7429
F -4.5503 0.1896 3.0580
C 0.2516 -0.1565 -2.6243
F -4.8497 0.8144 0.2239
O 0.0272 -2.2467 1.2800
C 1.6139 0.4740 -2.4203
F 3.0684 3.3674 -2.9533
C -0.1143 -4.7372 0.9166
*
```

The value obtained for the lowest unoccupied orbital energy is 0.1288 Eh. Its orbital gap is 5.7 eV. For the relative energy (zero: lowest compared OMol25 entry of this formula, charge and spin), the calculation gives 292.5 kJ/mol.



ORCA calculation (wB97M-V/def2-TZVPD) on a molecular structure, C28H56Cu2O18S3 in a non-equilibrium geometry.

Structure (ORCA input):
```
! RIJCOSX wB97M-V def2-TZVPD def2/J DEFGRID3
* xyz 2 3
H 20.2324 13.8953 -3.3623
H 18.6632 19.1819 -8.3909
H 20.2590 9.8647 -3.6320
C 18.7151 19.2187 -7.3028
O 13.8394 16.0956 -5.2861
H 22.2481 13.4756 -2.2243
H 17.2854 15.2065 -9.5043
H 21.2971 12.7765 -6.3062
O 16.7479 14.3924 -5.9341
H 20.0977 14.9940 -10.0629
H 12.6297 15.9097 -2.7159
O 16.6485 13.4113 -11.7265
H 22.6917 13.7105 -6.2937
H 19.6911 10.5809 -6.3746
H 18.2505 21.0617 -6.3924
H 17.8924 9.1487 -3.2198
H 18.3944 16.3721 -0.1677
C 17.9630 9.5483 -5.8134
C 12.7348 15.1950 -3.5321
O 11.9288 16.1210 -7.0890
H 13.8450 11.1708 -6.8872
H 16.5663 17.5893 -6.9928
H 20.5842 11.0429 -11.3374
Cu 19.9892 16.4059 -6.1334
H 23.6372 12.5412 -4.5825
H 15.7997 13.2262 -8.4478
H 22.5095 12.3431 -11.9982
H 20.0230 8.9509 -5.8531
C 19.9487 12.9211 -10.6917
H 19.1452 12.5032 -10.0851
H 16.7622 15.7031 -2.5247
H 21.0609 15.4705 -3.1661
H 16.6771 18.4042 0.3044
H 16.8950 17.4507 -5.2935
H 16.5783 10.6188 -9.4551
H 13.7528 10.4282 -8.9303
H 19.6995 19.5397 -6.9620
C 15.6790 11.1891 -9.2228
O 21.2573 14.5696 -5.0523
H 17.0323 19.5882 -2.0485
H 23.2104 14.5703 -3.2932
H 20.8197 13.9262 -8.9882
C 17.0577 18.0919 -6.1598
H 17.8549 10.7395 -2.7827
C 17.7021 20.2321 -6.8386
C 17.5211 16.3804 -2.1329
H 18.3108 18.4984 -0.2999
S 12.6136 15.3303 -6.0465
H 17.6905 8.4971 -5.7191
O 17.4380 17.6599 -2.7626
C 17.4429 16.6087 -0.6440
H 18.4066 15.8098 -2.4130
H 22.0435 11.8475 -4.2264
O 16.8526 15.9585 -12.1677
C 14.8380 10.7748 -7.1000
H 14.5535 14.5354 -4.3251
C 17.3146 18.1229 -0.5338
H 21.1300 11.3673 -9.6779
H 16.2646 16.5779 -9.0767
C 22.5962 12.7772 -4.3614
C 16.2064 12.2275 -8.2886
C 14.7240 10.2517 -8.4680
O 11.8020 15.4219 -4.6295
H 17.2784 12.4109 -8.3603
H 22.9761 12.3189 -10.2329
H 14.8545 16.0184 -3.3598
O 18.8936 14.9297 -7.0663
O 15.5156 15.2278 -10.4368
O 15.8712 11.7332 -7.0128
H 17.7450 9.9148 -6.8165
C 14.1554 15.5026 -4.0180
C 17.2109 16.7614 -11.0371
C 21.1224 14.4753 -3.6064
H 15.7011 18.4615 -1.8463
H 12.6523 14.1573 -3.2088
C 16.7944 19.5775 -5.8368
C 21.8953 13.3825 -5.6257
H 17.1423 19.7086 -4.8122
H 19.6846 11.4783 -4.2072
S 15.8906 14.6759 -11.8848
S 18.1953 14.4238 -5.8165
H 16.5587 17.5877 -11.3198
C 20.6394 14.0482 -10.0562
H 15.2921 11.5981 -10.1561
O 21.8635 13.9934 -10.8415
H 17.0330 20.6730 -7.5776
O 13.0776 13.9713 -6.3685
O 18.4925 13.0887 -5.3849
C 22.4090 13.8333 -3.2413
H 19.7139 13.2140 -11.7150
O 17.3098 10.3416 -4.8012
O 14.6956 14.6581 -12.6801
O 18.4866 17.9521 -6.6710
C 22.2293 12.5981 -10.9762
C 18.0973 10.1282 -3.6520
Cu 16.5003 12.3540 -4.9955
O 18.6799 15.4429 -4.8888
H 15.7701 19.9426 -5.9110
C 16.7855 18.5332 -1.9299
C 19.4095 9.8263 -5.6402
H 14.8971 9.1803 -8.5693
C 20.9484 11.8121 -10.6563
H 18.2376 17.1276 -11.0403
C 16.6067 15.9589 -9.9060
H 16.6226 16.1356 -0.1042
C 19.4905 10.4060 -4.1839
H 15.2448 9.9451 -6.5218
*
```

The value obtained for the lowest unoccupied orbital energy (alpha / beta) is -0.2643 / -0.3691 Eh. As for the expectation value of S²: 2.007. Its orbital gap (alpha / beta) is 6.4 / 3.6 eV. For the relative energy (zero: lowest compared OMol25 entry of this formula, charge and spin), the calculation gives 332.7 kJ/mol.